Formula: C34H42N4P2Pd
Source: the Open Molecules 2025 dataset
Level of theory: ωB97M-V with the def2-TZVPD basis set

Output
HOMO (alpha / beta)   -11.3 / -12.9 eV
<S²>   6.075
Energy   -63933.132 eV
LUMO (alpha / beta)   -6.1958 / -9.5881 eV

```
! RIJCOSX wB97M-V def2-TZVPD def2/J DEFGRID3
* xyz 2 5
Pd 1.371 -0.207 0.886
C -4.348 -2.263 0.721
C -3.204 -2.058 0.054
C -2.749 -0.747 -0.560
C -2.458 0.334 0.485
C -3.519 1.358 0.745
C -4.830 1.223 0.495
C -5.525 -0.023 0.033
C -5.424 -1.262 0.990
C 2.106 0.944 2.456
H -4.527 -3.245 1.185
H -2.444 -2.843 -0.003
H -3.397 -0.382 -1.363
H -1.792 -0.981 -1.041
H -2.209 -0.147 1.446
H -1.544 0.881 0.195
H -3.140 2.239 1.280
H -5.503 2.060 0.680
H -5.197 -0.298 -0.978
H -6.598 0.245 -0.018
H -5.301 -0.902 2.028
H -6.419 -1.753 0.961
H 2.694 0.124 2.912
H 1.330 1.270 3.156
H 2.760 1.773 2.171
P 1.517 1.882 -0.032
P 1.450 -1.533 -1.191
N 0.287 3.145 -0.206
N 2.987 2.973 -0.401
N 0.333 -1.484 -2.607
N 2.645 -2.637 -2.352
C 1.387 1.188 -1.694
C 2.334 -0.021 -1.722
C -0.190 3.921 0.855
C -0.989 4.936 0.343
C -0.982 4.809 -1.086
C -0.173 3.727 -1.394
C 3.873 3.500 0.535
C 4.751 4.359 -0.108
C 4.378 4.401 -1.481
C 3.274 3.572 -1.626
C -0.797 -2.291 -2.795
C -1.486 -1.853 -3.926
C -0.745 -0.775 -4.482
C 0.395 -0.639 -3.716
C 2.441 -3.185 -3.615
C 3.674 -3.527 -4.199
C 4.682 -3.161 -3.259
C 4.021 -2.604 -2.159
H 1.615 1.870 -2.510
H 0.319 0.947 -1.805
H 2.830 -0.157 -2.687
H 3.123 0.072 -0.947
H 0.072 3.656 1.862
H -1.516 5.685 0.911
H -1.492 5.434 -1.798
H 0.070 3.302 -2.351
H 3.826 3.196 1.562
H 5.564 4.887 0.356
H 4.845 4.958 -2.271
H 2.724 3.331 -2.513
H -1.002 -3.111 -2.130
H -2.427 -2.244 -4.293
H -0.978 -0.147 -5.331
H 1.223 0.040 -3.857
H 1.460 -3.297 -4.041
H 3.816 -3.975 -5.176
H 5.754 -3.273 -3.358
H 4.421 -2.180 -1.250
C 0.156 -1.683 2.421
C 0.015 -2.013 3.810
C -1.147 -1.559 4.509
C -1.455 -2.024 5.772
C -0.592 -2.923 6.429
C 0.590 -3.344 5.789
C 0.912 -2.881 4.514
H 0.719 -2.370 1.779
H -0.624 -1.041 2.018
H -1.830 -0.886 3.979
H -2.390 -1.722 6.261
H -0.864 -3.314 7.418
H 1.234 -4.065 6.309
H 1.829 -3.211 4.022
*
```

Mulliken population analysis, charges in e, atoms 1 to 6: number 1, Pd, carries -0.017; number 2, C, carries -0.915; number 3, C, carries -0.089; number 4, C, carries 1.316; number 5, C, carries 2.320; number 6, C, carries -0.653

Formula: C4H14NO3
Source: the Open Molecules 2025 dataset
Level of theory: ωB97M-V with the def2-TZVPD basis set

Output
HOMO   -4.7 eV
Energy   -12008.869 eV
LUMO   4.1026 eV

```
! RIJCOSX wB97M-V def2-TZVPD def2/J DEFGRID3
* xyz -1 1
C 0.349 1.090 1.306
O 0.125 1.786 0.105
C 1.557 0.164 1.209
C 1.326 -1.150 0.449
C 0.685 -0.991 -0.928
N 1.412 -0.045 -1.755
H -0.534 0.494 1.560
H 0.542 1.806 2.122
H 1.932 -0.104 2.198
H 2.371 0.695 0.712
H 0.675 -1.797 1.043
H 2.304 -1.639 0.342
H 0.653 -1.980 -1.409
H -0.364 -0.733 -0.784
H 1.229 0.873 -1.352
H 1.024 -0.015 -2.698
H -4.126 -0.746 0.541
H -2.826 -0.252 -0.178
O -3.319 -1.091 0.145
H -2.077 1.115 -1.671
H -0.843 1.471 -0.248
O -2.095 1.050 -0.710
*
```

natural (NBO) population analysis, charges in e, atoms 1 to 6: number 1, C, carries -0.062; number 2, O, carries -0.833; number 3, C, carries -0.421; number 4, C, carries -0.391; number 5, C, carries -0.231; number 6, N, carries -0.879

Formula: C27H22N3O11S3Tc
Source: the Open Molecules 2025 dataset
Level of theory: ωB97M-V with the def2-TZVPD basis set

Output
HOMO (alpha / beta)   -6.1 / -5.9 eV
<S²>   0.814
Energy   -90055.906 eV
LUMO (alpha / beta)   1.0968 / 1.1934 eV

```
! RIJCOSX wB97M-V def2-TZVPD def2/J DEFGRID3
* xyz -1 2
Tc 0.213 -1.244 1.373
O 5.172 0.646 2.838
C 4.082 -0.132 2.619
O 3.218 0.165 1.851
C 4.172 -1.387 3.467
O 3.116 -2.274 3.266
C 2.164 -2.348 4.307
C 1.076 -1.280 4.310
O 0.600 -0.941 5.368
O 0.739 -0.727 3.167
H 5.070 1.418 2.262
H 4.268 -1.085 4.517
H 5.108 -1.880 3.187
H 2.651 -2.304 5.286
H 1.666 -3.311 4.196
C -4.275 2.692 -3.262
C -3.880 1.673 -2.232
C -3.520 0.382 -2.621
C -3.140 -0.560 -1.685
C -3.109 -0.209 -0.342
C -3.441 1.069 0.068
C -3.827 2.002 -0.884
S -2.703 -1.417 0.876
O -2.401 -0.692 2.090
O -3.715 -2.435 0.883
N -1.262 -2.050 0.406
C -1.150 -3.497 0.254
C -0.362 -4.050 1.442
O -0.257 -5.237 1.642
O 0.173 -3.109 2.184
H -5.059 2.306 -3.917
H -3.411 2.931 -3.883
H -4.639 3.607 -2.794
H -3.517 0.125 -3.673
H -2.856 -1.559 -1.994
H -3.382 1.323 1.117
H -4.082 3.009 -0.572
H -0.577 -3.718 -0.649
H -2.121 -3.984 0.192
N 5.089 -3.953 -3.529
C 4.355 -3.517 -2.758
C 3.437 -2.977 -1.792
C 3.371 -3.525 -0.511
C 2.489 -3.010 0.420
C 1.660 -1.924 0.104
C 1.742 -1.385 -1.180
C 2.612 -1.909 -2.126
H 4.003 -4.366 -0.254
H 2.444 -3.457 1.400
H 1.132 -0.543 -1.461
H 2.659 -1.476 -3.117
O 0.986 2.530 -3.619
S -0.277 2.298 -2.980
O -1.389 1.924 -3.810
N -0.091 1.221 -1.741
C -0.196 1.793 -0.583
S 0.046 1.116 0.972
C -0.576 3.248 -0.635
C -0.839 4.126 0.403
C -1.236 5.419 0.083
C -1.365 5.826 -1.243
C -1.091 4.947 -2.284
C -0.701 3.669 -1.944
H -0.749 3.799 1.430
H -1.453 6.121 0.877
H -1.679 6.838 -1.464
H -1.183 5.249 -3.319
*
```

natural (NBO) population analysis, charges in e, atoms 1 to 6: number 1, Tc, carries 1.176; number 2, O, carries -0.699; number 3, C, carries 0.768; number 4, O, carries -0.559; number 5, C, carries -0.172; number 6, O, carries -0.522

Formula: C4H6O5Tm
Source: the Open Molecules 2025 dataset
Level of theory: ωB97M-V with the def2-TZVPD basis set

Output
HOMO (alpha / beta)   -12.8 / -15.1 eV
<S²>   3.756
Energy   -43989.229 eV
LUMO (alpha / beta)   -7.9990 / -11.2978 eV

```
! RIJCOSX wB97M-V def2-TZVPD def2/J DEFGRID3
* xyz 2 4
O 3.565 -1.759 -0.487
C 2.509 -1.046 -0.797
O 2.768 0.283 -0.911
O 1.414 -1.514 -0.931
H 4.400 -1.277 -0.548
Tm 4.793 1.754 -1.504
H 2.144 0.787 -0.304
C -1.745 -0.067 -0.836
C -1.748 0.961 0.021
O -2.225 0.896 1.311
C -3.273 0.136 1.599
O -3.369 0.180 2.901
H -1.445 0.127 -1.865
H -2.102 -1.055 -0.546
H -1.601 1.996 -0.288
H -4.085 -0.401 3.185
*
```

natural (NBO) population analysis, charges in e, atoms 1 to 6: number 1, O, carries -0.619; number 2, C, carries 0.972; number 3, O, carries -0.832; number 4, O, carries -0.539; number 5, H, carries 0.491; number 6, Tm, carries 0.990